339
Properties=species:S:1:pos:R:3:mulliken_charge:R:1 method="wB97M-V/def2-TZVPD" e_homo_ha=-0.3132 gap_ha=0.333 e_tot_ev=-164873.04433
C -0.818 -9.585 2.092 -0.9274
C -0.112 -10.839 1.562 0.0284
O -1.090 -11.796 1.172 -0.5590
H -0.226 -8.769 2.508 0.2891
H -1.562 -9.714 2.878 0.3589
H -1.316 -9.075 1.268 0.2288
H 0.582 -11.294 2.270 0.3776
H 0.436 -10.518 0.676 -0.0823
H -0.810 -12.714 1.144 0.2987
C 2.275 2.444 -2.970 0.0155
C 1.886 0.993 -2.841 -0.0199
O 0.521 0.931 -2.465 0.0657
H 1.612 2.819 -3.749 0.0367
H 3.285 2.506 -3.377 0.2719
H 2.115 2.930 -2.008 -0.3990
H 2.489 0.470 -2.099 -0.2601
H 1.966 0.485 -3.802 0.2800
H 0.430 0.433 -1.650 -0.3519
C 1.644 5.829 3.383 -1.1799
C 1.610 5.852 1.901 1.9789
O 2.621 6.809 1.496 -0.7809
H 1.397 6.827 3.745 0.1613
H 2.663 5.623 3.711 0.2630
H 1.034 5.098 3.914 0.0002
H 0.605 6.103 1.564 -0.3646
H 1.785 4.835 1.548 -0.5970
H 2.595 6.826 0.537 0.3631
C 5.421 -0.726 -3.406 -0.1969
O 5.564 0.287 -4.420 -0.2748
C 6.887 0.815 -4.558 -0.6370
C 6.968 2.237 -3.923 -0.6864
N 6.893 2.154 -2.474 -0.2829
C 7.180 3.457 -1.800 -0.8264
C 6.266 3.728 -0.635 -0.5686
O 4.969 3.267 -0.804 0.2838
C 4.152 3.479 0.375 -1.1102
H 5.912 -0.507 -2.458 0.4971
H 5.772 -1.676 -3.808 0.0138
H 4.405 -0.812 -3.020 -0.2366
H 7.161 0.969 -5.602 0.4278
H 7.637 0.138 -4.148 0.3358
H 6.112 2.847 -4.209 0.3108
H 7.852 2.776 -4.267 0.4753
H 5.941 1.893 -2.260 0.1674
H 7.077 4.270 -2.518 0.3423
H 8.216 3.482 -1.463 0.3201
H 6.119 4.793 -0.456 0.2931
H 6.698 3.303 0.271 0.4291
H 4.506 2.851 1.192 0.6847
H 3.142 3.101 0.215 -0.3743
H 4.151 4.503 0.748 0.6165
C -2.919 -2.290 6.792 -0.7111
O -1.917 -1.232 6.730 -0.5272
C -1.430 -1.134 5.423 1.4807
C -0.150 -0.270 5.459 -0.0292
N -0.325 0.973 6.269 -0.5577
C -1.128 1.948 5.534 0.7866
C -1.292 3.226 6.387 -0.1829
O -2.186 2.925 7.456 -0.4203
C -2.580 4.074 8.227 -0.9357
H -3.756 -2.072 6.128 0.2428
H -3.243 -2.455 7.819 0.3215
H -2.460 -3.198 6.400 0.2614
H -2.221 -0.607 4.890 -0.6525
H -1.203 -2.044 4.867 -0.3400
H 0.108 0.023 4.441 -0.5521
H 0.688 -0.792 5.920 0.4253
H -0.941 0.632 6.994 0.6182
H -2.132 1.647 5.233 -0.1875
H -0.608 2.192 4.607 -0.6147
H -1.675 4.003 5.726 -0.2640
H -0.319 3.497 6.795 0.6125
H -1.823 4.325 8.971 0.3202
H -3.522 3.839 8.723 0.3018
H -2.735 4.961 7.613 0.2696
C -1.221 4.495 -0.938 1.1553
O -0.891 5.502 -1.933 -0.2985
C -0.112 6.591 -1.545 -0.6844
C 1.292 6.035 -1.618 0.4080
N 2.351 7.002 -1.294 -0.2763
C 3.656 6.627 -1.862 -0.1984
C 4.789 7.522 -1.400 -1.0581
O 4.532 8.900 -1.744 -0.3549
C 5.568 9.750 -1.516 -0.7845
H -1.586 4.877 0.016 0.0366
H -0.306 3.929 -0.764 0.2883
H -1.956 3.765 -1.276 -0.7819
H -0.274 7.106 -0.598 -0.0794
H -0.205 7.318 -2.352 0.3991
H 1.427 5.659 -2.633 0.3838
H 1.548 5.278 -0.877 -0.4872
H 2.077 7.917 -1.623 0.2280
H 3.593 6.745 -2.944 0.5448
H 3.917 5.614 -1.555 0.0673
H 5.623 7.135 -1.985 0.5708
H 4.998 7.340 -0.346 0.4082
H 5.314 10.786 -1.738 0.2530
H 6.475 9.484 -2.060 0.2994
H 5.816 9.656 -0.459 0.3293
C -5.676 5.532 0.948 -0.6900
O -4.514 6.286 1.156 0.3138
C -4.679 7.720 0.971 -1.0912
C -3.312 8.437 1.017 -0.0705
N -2.852 8.679 2.367 -0.3897
C -1.477 9.202 2.432 -0.0599
C -0.895 9.114 3.846 -0.8759
O -1.276 7.868 4.425 -0.1285
C -0.890 7.745 5.781 -0.5497
H -5.311 4.518 1.110 -0.4505
H -6.107 5.686 -0.041 0.5536
H -6.469 5.694 1.677 0.4361
H -5.195 8.022 1.883 0.3971
H -5.213 8.022 0.070 0.4685
H -3.459 9.425 0.580 0.5624
H -2.573 7.919 0.407 -0.2393
H -2.689 7.814 2.862 0.1291
H -1.492 10.228 2.065 0.4715
H -0.775 8.548 1.915 -0.2270
H -1.284 9.963 4.408 0.3821
H 0.192 9.179 3.799 0.4846
H 0.173 7.977 5.836 0.4052
H -1.077 6.697 6.013 -0.0812
H -1.480 8.330 6.487 0.2676
C -1.607 3.368 2.223 0.0033
O -0.350 2.691 1.865 0.9114
C -0.592 1.514 1.127 0.4160
C 0.710 0.676 1.087 0.2874
N 0.621 -0.484 0.139 1.2459
C -0.423 -1.446 0.553 0.1742
C -0.298 -2.804 -0.168 0.6826
O 0.823 -3.482 0.389 0.1400
C 1.095 -4.657 -0.369 -0.1596
H -2.168 2.694 2.872 -0.3743
H -2.349 3.633 1.470 0.1013
H -1.392 4.272 2.792 -0.0972
H -0.837 1.857 0.122 -0.5773
H -1.338 0.896 1.629 -0.0896
H 0.890 0.312 2.099 -0.5445
H 1.602 1.228 0.790 -0.1048
H 1.511 -0.938 0.289 -0.3360
H -1.458 -1.136 0.408 0.0737
H -0.284 -1.620 1.620 -0.0874
H -0.084 -2.526 -1.200 -0.4227
H -1.198 -3.414 -0.092 -0.3554
H 1.342 -4.312 -1.373 -0.0443
H 0.251 -5.347 -0.398 0.0154
H 1.977 -5.090 0.103 -0.3570
C -3.766 5.597 4.093 -0.5615
O -4.177 4.253 4.195 0.9327
C -4.984 3.998 5.358 -0.5420
C -5.509 2.571 5.162 -0.2811
N -6.354 2.512 3.935 0.4226
C -7.771 2.881 4.103 -0.7459
C -8.648 2.665 2.902 -0.7246
O -8.236 3.511 1.774 -0.1241
C -8.979 3.287 0.629 -0.7849
H -4.657 6.062 3.671 0.4179
H -2.983 5.736 3.347 -0.6761
H -3.547 6.032 5.068 0.4793
H -5.820 4.690 5.466 0.5285
H -4.438 4.065 6.299 -0.0718
H -5.944 2.154 6.070 0.6340
H -4.648 1.923 4.998 -0.4022
H -6.008 3.239 3.325 -0.5439
H -7.917 3.919 4.404 0.3545
H -8.117 2.354 4.993 0.5006
H -9.698 2.717 3.189 0.5197
H -8.546 1.620 2.612 0.2527
H -8.520 3.720 -0.259 0.0361
H -9.903 3.823 0.846 0.3927
H -9.215 2.246 0.406 0.3860
C -7.086 3.703 -3.389 -0.6616
O -5.724 3.384 -3.603 -0.4561
C -5.301 2.455 -2.609 -1.0092
C -3.814 2.187 -2.847 -0.4226
N -3.642 1.519 -4.124 -0.0621
C -2.289 1.290 -4.568 0.0482
C -1.511 2.620 -4.687 0.1678
O -2.080 3.505 -5.661 -0.4957
C -1.648 4.860 -5.550 -0.7460
H -7.173 4.208 -2.427 0.0612
H -7.709 2.809 -3.359 0.3282
H -7.505 4.340 -4.169 0.3577
H -5.957 1.588 -2.533 0.4610
H -5.384 2.946 -1.639 0.1429
H -3.435 1.543 -2.054 0.0629
H -3.279 3.136 -2.820 0.5592
H -4.223 2.000 -4.796 0.3373
H -2.329 0.845 -5.562 0.6000
H -1.794 0.535 -3.956 -0.6884
H -0.477 2.476 -5.002 0.7765
H -1.438 3.083 -3.703 -0.4922
H -2.022 5.369 -6.438 0.3199
H -0.588 5.082 -5.423 0.2933
H -2.175 5.258 -4.682 0.2343
C 4.279 -2.183 0.158 -0.1697
O 3.252 -1.519 0.820 -0.1873
C 3.464 -1.506 2.215 -0.0004
C 3.198 -2.847 2.957 -0.4771
N 1.786 -3.162 2.834 0.3976
C 1.644 -4.630 3.165 -0.5713
C 0.202 -5.062 3.095 1.0746
O -0.053 -6.293 3.740 -0.5851
C -1.398 -6.675 3.722 -0.3620
H 4.182 -3.260 0.295 -0.0465
H 5.223 -1.838 0.580 0.4679
H 4.265 -1.917 -0.899 -0.5245
H 2.853 -0.738 2.688 -0.8058
H 4.406 -1.081 2.561 0.7979
H 3.445 -2.679 4.005 0.6697
H 3.888 -3.560 2.507 -0.2986
H 1.486 -2.976 1.888 0.0643
H 2.024 -4.856 4.161 0.7040
H 2.210 -5.227 2.450 0.0150
H -0.107 -5.276 2.071 -0.3621
H -0.436 -4.263 3.473 -0.4245
H -2.052 -5.919 4.159 0.1202
H -1.627 -7.602 4.247 0.4051
H -1.715 -6.810 2.688 0.0017
C -6.569 0.423 0.172 -0.9069
O -5.211 0.730 -0.148 1.0206
C -4.473 1.302 0.921 0.5963
C -4.359 0.348 2.129 -0.9644
N -3.839 -0.959 1.724 1.4997
C -4.151 -2.019 2.637 -1.1592
C -3.376 -3.261 2.201 0.5506
O -3.913 -3.879 0.995 -0.2806
C -3.557 -5.250 0.810 -0.6545
H -7.262 0.499 -0.666 0.4317
H -7.094 1.079 0.868 -0.3908
H -6.635 -0.606 0.526 0.3549
H -4.915 2.264 1.181 -0.5091
H -3.503 1.512 0.470 -0.5048
H -5.336 0.235 2.600 0.6607
H -3.720 0.681 2.947 -0.3590
H -4.210 -1.191 0.813 -0.7650
H -5.208 -2.233 2.799 0.3696
H -3.750 -1.706 3.601 0.3592
H -3.434 -3.957 3.038 0.5124
H -2.336 -2.948 2.107 -0.7392
H -3.891 -5.891 1.626 0.4049
H -2.480 -5.412 0.855 -0.1051
H -3.972 -5.683 -0.100 0.4541
C -0.091 -2.365 -4.555 -0.0893
O 0.766 -2.409 -5.704 -0.4413
C 1.461 -3.645 -5.919 0.5424
C 2.642 -3.418 -6.926 -1.1801
N 3.316 -4.692 -7.191 -0.1702
C 4.248 -4.500 -8.277 -0.8976
C 5.122 -5.804 -8.475 -0.5654
O 4.243 -6.857 -9.016 -0.3472
C 4.860 -8.147 -9.059 -0.7583
H -0.556 -1.384 -4.451 -0.0451
H 0.327 -2.492 -3.557 0.0078
H -0.863 -3.106 -4.763 0.4224
H 0.777 -4.415 -6.278 0.2040
H 1.749 -4.015 -4.935 -0.3316
H 3.331 -2.702 -6.480 0.2965
H 2.327 -2.966 -7.867 0.5251
H 2.567 -5.269 -7.546 0.2302
H 4.803 -3.569 -8.161 0.5669
H 3.721 -4.414 -9.227 0.4479
H 5.519 -5.966 -7.473 0.2045
H 5.960 -5.600 -9.142 0.4493
H 5.111 -8.499 -8.058 0.2857
H 5.728 -8.275 -9.705 0.3030
H 4.180 -8.883 -9.487 0.2794
C 5.349 -6.224 0.183 -0.4252
C 6.113 -6.303 1.542 0.4819
C 5.963 -7.586 2.269 -1.5166
O 7.496 -6.242 1.171 -0.5771
H 5.645 -6.998 -0.525 0.5475
H 5.421 -5.222 -0.241 -0.0456
H 4.283 -6.351 0.368 -0.1161
H 5.854 -5.487 2.217 0.2850
H 4.895 -7.742 2.422 0.2718
H 6.516 -7.728 3.197 0.3652
H 6.312 -8.397 1.629 0.3660
H 7.947 -5.710 1.831 0.3432
C 5.796 -4.422 -4.808 -1.6522
C 4.806 -5.039 -3.811 0.7291
C 4.201 -3.948 -2.956 0.0989
O 3.801 -5.736 -4.503 -0.5831
H 5.278 -3.707 -5.446 0.2093
H 6.349 -5.080 -5.478 0.3019
H 6.595 -3.909 -4.273 0.5183
H 5.403 -5.644 -3.129 0.1477
H 5.026 -3.421 -2.477 0.5208
H 3.606 -4.357 -2.139 -0.6414
H 3.633 -3.274 -3.597 0.1867
H 3.661 -5.371 -5.380 -0.0900
C -1.524 -6.939 -2.221 -1.2174
C -1.645 -5.906 -3.357 2.1990
C -0.640 -6.168 -4.496 -0.9833
O -2.875 -6.223 -3.944 -0.7217
H -0.514 -7.007 -1.816 -0.0824
H -1.733 -7.947 -2.581 0.5800
H -2.225 -6.788 -1.400 -0.0461
H -1.634 -4.897 -2.945 -0.8335
H 0.393 -5.990 -4.200 -0.1380
H -0.913 -5.595 -5.383 0.4163
H -0.777 -7.197 -4.828 0.4952
H -3.220 -5.475 -4.436 0.4216
C -5.800 -2.202 -2.518 -1.6908
C -4.498 -1.466 -2.660 1.9604
C -3.293 -2.103 -1.914 0.6060
O -4.228 -1.331 -3.994 -0.8191
H -5.563 -3.257 -2.658 0.3596
H -6.628 -1.910 -3.164 0.4190
H -6.312 -2.153 -1.557 0.1964
H -4.538 -0.417 -2.366 -0.9689
H -2.403 -1.479 -1.997 -0.2962
H -3.065 -3.117 -2.245 0.0272
H -3.542 -2.160 -0.855 -0.4607
H -3.928 -0.437 -4.178 0.5035
C 3.886 3.365 5.867 -1.8690
C 2.550 2.818 5.461 1.2170
C 2.558 2.276 3.997 0.0131
O 2.229 1.871 6.423 -0.7611
H 4.045 4.278 5.295 0.3381
H 4.688 2.650 5.680 0.4098
H 3.928 3.593 6.932 0.4243
H 1.856 3.640 5.638 -0.1303
H 3.054 2.998 3.348 -0.0178
H 1.563 2.164 3.567 -0.3631
H 3.073 1.319 3.920 0.2741
H 1.308 1.629 6.303 0.4787
C 2.456 -8.879 -1.079 -1.2732
C 2.726 -8.258 -2.457 0.8630
C 1.691 -8.738 -3.472 -1.4996
O 2.652 -6.841 -2.315 0.8381
H 3.289 -8.625 -0.423 0.2336
H 2.288 -9.956 -1.072 0.4601
H 1.575 -8.452 -0.600 0.1085
H 3.709 -8.633 -2.745 0.3358
H 1.834 -9.802 -3.658 0.5323
H 1.649 -8.310 -4.474 0.2162
H 0.660 -8.604 -3.145 0.1152
H 2.994 -6.394 -3.093 -0.4818